(1)
Molecular formula: C18H54O9
Method: DFT, the ωB97M-V functional and the def2-TZVPD basis

The geometry in XYZ format:
```
81
Properties=species:S:1:pos:R:3
C 14.587 25.965 -25.457
C 13.727 25.943 -24.183
O 12.920 24.764 -24.045
H 15.345 25.192 -25.590
H 14.940 26.986 -25.600
H 13.839 25.858 -26.243
H 12.853 26.587 -24.278
H 14.330 26.135 -23.295
H 12.021 24.818 -24.378
C 23.322 20.560 -33.706
C 22.555 19.642 -34.559
O 22.957 18.364 -34.189
H 23.647 20.079 -32.784
H 22.780 21.466 -33.434
H 24.266 20.897 -34.133
H 22.578 19.963 -35.600
H 21.505 19.702 -34.272
H 22.463 17.714 -34.694
C 20.666 22.935 -28.256
C 21.120 21.760 -29.085
O 20.308 20.643 -28.925
H 19.589 23.012 -28.107
H 20.926 23.894 -28.705
H 21.043 22.670 -27.268
H 22.120 21.343 -28.959
H 21.173 22.061 -30.132
H 20.824 19.907 -29.262
C 27.172 22.133 -29.747
C 26.676 22.003 -28.303
O 27.655 21.455 -27.520
H 27.160 21.240 -30.372
H 28.218 22.414 -29.623
H 26.623 22.932 -30.245
H 25.804 21.371 -28.128
H 26.528 22.961 -27.804
H 27.336 21.153 -26.667
C 24.875 27.441 -29.441
C 25.932 28.526 -29.397
O 26.269 28.731 -28.074
H 23.886 27.799 -29.157
H 25.192 26.491 -29.012
H 24.685 27.179 -30.482
H 25.481 29.450 -29.759
H 26.710 28.368 -30.144
H 25.550 28.596 -27.453
C 25.931 14.969 -28.738
C 25.696 16.238 -27.846
O 24.339 16.187 -27.501
H 25.253 14.927 -29.590
H 25.728 14.040 -28.205
H 26.923 14.934 -29.188
H 25.933 17.127 -28.431
H 26.333 16.213 -26.962
H 23.891 16.416 -28.319
C 19.120 15.959 -31.646
C 20.332 15.424 -30.911
O 21.219 16.488 -30.793
H 18.318 15.235 -31.786
H 19.389 16.340 -32.631
H 18.698 16.778 -31.065
H 20.709 14.590 -31.503
H 20.124 14.923 -29.965
H 21.569 16.659 -31.671
C 21.310 19.160 -23.318
C 21.463 18.873 -21.763
O 22.213 19.929 -21.288
H 22.237 18.996 -23.868
H 20.985 20.199 -23.372
H 20.626 18.527 -23.883
H 22.064 17.966 -21.816
H 20.510 18.564 -21.332
H 22.371 19.806 -20.349
C 15.365 23.846 -30.332
C 15.449 22.412 -30.714
O 16.810 22.134 -31.238
H 15.761 24.516 -31.094
H 16.070 24.013 -29.518
H 14.375 24.194 -30.038
H 14.806 22.108 -31.540
H 15.247 21.760 -29.864
H 17.319 21.917 -30.454
```

Results
Lowest unoccupied orbital energy = 0.25 eV
Energy above the lowest of the compared OMol25 structures with the same formula, charge and spin = 148.4 kcal/mol
SMILES string = CCO.CCO.CCO.CCO.CCO.CCO.CCO.CCO.CCO

=====

(2)
Molecular formula: C18H54O9S9
Method: DFT, the ωB97M-V functional and the def2-TZVPD basis

The geometry in XYZ format:
```
90
Properties=species:S:1:pos:R:3
C 3.556 5.546 -2.160
S 2.505 4.314 -1.475
O 1.224 5.018 -1.233
C 2.288 3.311 -2.951
H 4.436 5.433 -2.379
H 3.589 6.508 -1.490
H 3.060 5.832 -2.966
H 2.871 2.407 -2.927
H 2.487 3.936 -3.893
H 0.999 3.191 -2.989
C -0.152 -4.199 -1.297
S -0.555 -4.147 0.451
O -1.257 -2.795 0.545
C -1.873 -5.283 0.358
H -0.962 -4.032 -1.862
H 0.423 -5.026 -1.678
H 0.594 -3.434 -1.500
H -1.489 -6.207 0.192
H -2.617 -4.983 -0.303
H -2.411 -4.998 1.301
C 4.202 -0.841 2.356
S 4.470 0.777 1.595
O 3.127 1.543 1.815
C 5.368 1.456 2.962
H 4.867 -1.625 2.162
H 3.306 -1.183 1.813
H 4.043 -0.738 3.375
H 6.318 1.206 3.187
H 4.654 1.548 3.847
H 5.657 2.570 2.728
C 0.287 -0.230 0.804
S -0.964 -0.235 -0.538
O -1.688 1.113 -0.388
C 0.067 -0.124 -1.951
H 0.478 0.859 1.010
H 1.155 -0.857 0.411
H -0.266 -0.704 1.633
H -0.578 0.239 -2.735
H 0.490 -0.937 -2.156
H 0.743 0.608 -1.638
C -4.625 -0.795 -6.786
S -4.809 -0.159 -5.094
O -5.652 -1.129 -4.177
C -3.076 -0.518 -4.674
H -3.784 -1.614 -6.756
H -4.074 -0.114 -7.434
H -5.624 -1.048 -7.203
H -2.259 -0.282 -5.336
H -2.941 -1.526 -4.399
H -2.903 0.149 -3.781
C -2.494 1.856 3.913
S -1.436 2.661 5.044
O -1.489 1.808 6.344
C -0.063 1.921 4.178
H -2.142 2.207 2.938
H -3.528 2.084 4.088
H -2.421 0.886 3.879
H 0.018 0.820 4.204
H 0.840 2.323 4.804
H -0.048 2.215 3.167
C -3.017 3.652 -2.004
S -2.497 4.245 -0.449
O -2.682 5.722 -0.391
C -3.837 3.549 0.536
H -2.763 2.653 -2.046
H -2.593 4.215 -2.769
H -4.286 3.608 -2.230
H -3.473 2.973 1.237
H -4.438 2.926 -0.155
H -4.324 4.363 1.028
C -0.488 -2.834 3.791
S -0.858 -4.407 4.552
O 0.299 -4.601 5.466
C -2.225 -4.057 5.634
H -1.532 -2.336 3.462
H 0.086 -2.724 2.987
H -0.012 -2.200 4.325
H -1.943 -3.332 6.335
H -2.447 -4.855 6.279
H -3.120 -3.822 5.042
C 3.199 -2.924 -1.223
S 3.654 -2.543 -2.880
O 2.323 -2.340 -3.667
C 4.261 -0.855 -2.392
H 4.029 -2.697 -0.622
H 2.928 -3.997 -1.058
H 2.503 -2.480 -0.772
H 4.793 -0.325 -3.241
H 4.940 -1.038 -1.712
H 3.573 -0.121 -2.018
```

Results
Lowest unoccupied orbital energy = -0.21 eV
Energy above the lowest of the compared OMol25 structures with the same formula, charge and spin = 235.5 kcal/mol

=====

(3)
Molecular formula: C18H55BN2O12
Method: DFT, the ωB97M-V functional and the def2-TZVPD basis

The geometry in XYZ format:
```
88
Properties=species:S:1:pos:R:3
C -1.296 -0.036 -0.441
C -0.419 -0.341 -1.220
C 0.603 -0.604 -2.234
O 0.245 0.023 -3.461
C 1.374 0.399 -4.228
C 1.272 1.851 -4.726
C 0.759 2.848 -3.671
C 1.204 2.611 -2.210
C 1.604 3.933 -1.496
N 2.987 3.961 -1.002
O 2.461 2.253 -5.387
C 3.540 2.509 -4.529
B 0.851 -2.193 -2.476
N 1.857 -2.883 -1.644
O 0.164 -2.840 -3.438
H -1.967 0.496 0.184
H 1.530 -0.210 -1.821
H 1.360 -0.213 -5.133
H 2.325 0.185 -3.737
H 0.514 1.826 -5.504
H -0.322 2.751 -3.685
H 0.991 3.846 -4.039
H 1.997 1.882 -2.111
H 0.344 2.230 -1.670
H 1.475 4.801 -2.136
H 0.965 4.055 -0.626
H 3.050 3.265 -0.269
H 3.628 3.752 -1.752
H 4.470 2.375 -5.074
H 3.544 3.537 -4.157
H 3.583 1.857 -3.658
H 2.738 -2.768 -2.144
H 1.993 -2.331 -0.802
H 0.224 -3.783 -3.249
C -4.366 0.723 2.469
O -3.428 1.354 1.592
H -4.294 -0.353 2.327
H -4.141 0.966 3.504
H -5.382 1.049 2.230
H -3.498 2.304 1.722
C 2.851 0.018 0.578
O 2.580 1.419 0.538
H 3.128 -0.299 -0.426
H 3.677 -0.191 1.259
H 1.966 -0.533 0.899
H 2.337 1.688 1.428
C -1.002 4.056 -7.020
O -0.981 2.668 -6.698
H -0.536 4.597 -6.200
H -0.440 4.246 -7.938
H -2.030 4.407 -7.141
H -1.393 2.194 -7.424
C -0.318 -3.418 0.797
O -1.196 -2.697 1.645
H -0.359 -4.476 1.050
H -0.625 -3.283 -0.244
H 0.705 -3.053 0.925
H -1.121 -1.780 1.364
C -1.294 -4.595 4.991
O -1.737 -3.259 4.785
H -0.772 -4.637 5.942
H -2.144 -5.282 5.020
H -0.606 -4.896 4.194
H -2.189 -3.235 3.936
C -3.129 5.609 0.541
O -3.229 4.243 0.934
H -2.681 6.163 1.362
H -2.495 5.707 -0.343
H -4.119 6.022 0.331
H -3.625 3.752 0.208
C -3.708 1.910 6.393
O -4.851 1.461 5.668
H -2.826 1.693 5.796
H -3.764 2.987 6.571
H -3.628 1.385 7.348
H -5.626 1.654 6.201
C 4.395 -2.917 2.257
O 3.097 -2.826 1.673
H 4.947 -2.018 1.994
H 4.323 -2.985 3.345
H 4.930 -3.788 1.872
H 2.619 -3.625 1.912
C -0.761 -8.236 4.561
O -0.252 -7.528 5.688
H -1.077 -7.505 3.821
H 0.012 -8.874 4.124
H -1.620 -8.849 4.846
H 0.024 -8.179 6.337
```

Results
Lowest unoccupied orbital energy = 0.47 eV
Energy above the lowest of the compared OMol25 structures with the same formula, charge and spin = 0.0 kcal/mol
SMILES string = C#C[C@H](OC[C@@H](CCCN)OC)B(N)O.CO.CO.CO.CO.CO.CO.CO.CO.CO

=====

(4)
Molecular formula: C18H56AsF6N6O10
Method: DFT, the ωB97M-V functional and the def2-TZVPD basis

The geometry in XYZ format:
```
97
Properties=species:S:1:pos:R:3
As 0.412 -0.214 -0.009
F -0.273 -0.895 1.478
F 0.316 1.472 0.612
F 1.283 0.383 -1.471
F 0.376 -1.828 -0.754
F -1.276 -0.034 -0.739
F 2.041 -0.479 0.715
C 3.634 -2.441 -1.208
O 2.609 -3.142 -0.502
H 3.508 -1.363 -1.108
H 4.635 -2.741 -0.899
H 3.560 -2.594 -2.285
H 1.833 -2.591 -0.627
C -1.212 1.206 4.052
O -2.118 2.352 4.017
H -1.517 0.358 3.439
H -0.200 1.577 3.892
H -1.117 0.824 5.069
H -2.840 2.141 3.421
C -0.915 -3.642 -3.170
O -1.850 -4.593 -3.235
H -1.288 -2.619 -3.117
H -0.380 -3.805 -2.234
H -0.192 -3.698 -3.984
H -2.581 -4.249 -2.716
C -3.321 0.616 -3.381
O -3.966 0.932 -4.337
N -3.770 -0.287 -2.531
N -2.143 1.097 -3.116
H -3.132 -0.632 -1.829
H -4.650 -0.761 -2.679
H -1.773 0.965 -2.186
H -1.746 1.643 -3.868
C 3.270 -3.237 3.052
O 3.441 -3.246 4.210
N 4.143 -3.618 2.108
N 2.220 -2.759 2.478
H 4.972 -4.162 2.303
H 3.815 -3.651 1.153
H 1.496 -2.260 2.975
H 2.333 -2.654 1.480
C 2.856 2.816 -4.287
O 3.026 3.076 -5.426
N 3.112 3.665 -3.338
N 2.279 1.791 -3.764
H 3.225 4.644 -3.559
H 2.724 3.426 -2.437
H 1.786 1.245 -4.456
H 2.136 1.634 -2.777
C -2.642 -4.992 -0.041
C -3.698 -3.887 -0.233
C -3.407 -2.593 0.519
O -3.840 -3.593 -1.622
H -3.024 -5.901 -0.505
H -2.706 -5.252 1.016
H -1.606 -4.797 -0.316
H -4.690 -4.299 -0.051
H -4.003 -1.756 0.155
H -2.368 -2.274 0.431
H -3.670 -2.762 1.564
H -4.678 -3.155 -1.787
C -0.442 4.039 -1.373
C 0.953 4.320 -0.750
C 0.820 4.895 0.679
O 1.691 3.189 -0.571
H -1.183 3.672 -0.662
H -0.355 3.332 -2.198
H -0.862 4.889 -1.910
H 1.398 4.967 -1.505
H 0.366 4.261 1.440
H 0.339 5.873 0.651
H 1.801 5.148 1.081
H 1.127 2.667 0.004
C 6.537 0.737 2.530
C 5.150 0.037 2.448
C 3.981 0.704 3.143
O 4.892 -0.098 1.079
H 6.528 1.704 2.027
H 7.354 0.113 2.165
H 6.907 0.924 3.538
H 5.182 -0.986 2.822
H 3.877 1.772 2.954
H 4.044 0.679 4.230
H 2.959 0.353 3.006
H 3.982 -0.378 0.963
C -5.787 1.000 0.903
C -4.319 1.248 1.289
C -3.562 2.112 0.193
O -4.297 1.962 2.467
H -6.269 1.898 0.516
H -6.341 0.561 1.732
H -5.798 0.245 0.117
H -3.801 0.295 1.403
H -3.650 1.571 -0.749
H -2.505 2.268 0.409
H -4.214 2.976 0.066
H -4.955 2.643 2.308
```

Results
Charge = -1
Lowest unoccupied orbital energy = 1.69 eV
Energy above the lowest of the compared OMol25 structures with the same formula, charge and spin = 0.0 kcal/mol

=====

(5)
Molecular formula: C18H56N4O10
Method: DFT, the ωB97M-V functional and the def2-TZVPD basis

The geometry in XYZ format:
```
88
Properties=species:S:1:pos:R:3
N -3.871 1.048 -2.092
C -3.348 1.603 -3.200
N -4.056 1.260 -4.322
O -2.238 2.135 -3.247
H -3.373 1.011 -1.218
H -4.745 0.586 -2.233
H -3.700 1.458 -5.239
H -4.956 0.832 -4.237
N 3.456 -0.912 3.218
C 2.409 -1.712 2.918
N 2.417 -2.127 1.636
O 1.497 -1.950 3.718
H 4.157 -0.730 2.521
H 3.576 -0.702 4.194
H 3.105 -1.831 0.961
H 1.545 -2.514 1.306
C -2.001 -4.115 1.496
C -1.190 -3.714 2.712
O 0.105 -4.305 2.648
H -3.038 -3.775 1.515
H -1.932 -5.190 1.340
H -1.581 -3.575 0.647
H -1.643 -3.862 3.700
H -1.122 -2.622 2.807
H 0.689 -3.630 3.027
C 2.859 2.676 0.737
C 1.987 3.860 1.188
O 2.233 5.017 0.433
H 2.233 2.263 -0.056
H 3.049 1.939 1.516
H 3.824 2.941 0.308
H 2.161 4.090 2.247
H 0.927 3.586 1.131
H 1.918 5.772 0.934
C 1.899 -0.076 -5.556
C 2.342 -1.185 -4.588
O 2.618 -0.659 -3.315
H 1.251 -0.482 -6.332
H 2.705 0.484 -6.042
H 1.378 0.751 -5.067
H 3.132 -1.790 -5.036
H 1.402 -1.729 -4.467
H 3.087 0.177 -3.401
C -3.453 3.691 0.564
C -4.068 2.614 1.484
O -3.953 1.340 0.861
H -2.365 3.673 0.583
H -3.756 4.680 0.914
H -3.851 3.610 -0.446
H -5.134 2.770 1.668
H -3.584 2.624 2.463
H -4.661 0.756 1.140
C -3.608 -2.478 -2.984
C -2.298 -1.945 -2.454
O -1.598 -2.993 -1.793
H -4.100 -1.746 -3.630
H -4.269 -2.678 -2.139
H -3.479 -3.343 -3.632
H -2.390 -1.065 -1.814
H -1.682 -1.643 -3.312
H -0.823 -2.508 -1.471
C 5.984 0.813 -0.396
C 5.050 -0.357 -0.668
O 4.848 -1.131 0.513
H 6.273 1.350 -1.301
H 6.944 0.509 0.034
H 5.601 1.497 0.360
H 5.353 -0.979 -1.511
H 4.036 0.010 -0.848
H 5.660 -1.643 0.618
C -0.979 0.553 3.753
C -1.946 1.165 4.751
O -1.912 0.396 5.960
H -1.429 -0.343 3.319
H -0.032 0.230 4.179
H -0.879 1.268 2.936
H -2.952 1.297 4.349
H -1.568 2.153 5.038
H -2.494 0.789 6.616
C -0.376 -0.245 0.485
C 0.614 -0.154 -0.666
O 0.839 -1.415 -1.263
H -0.896 -1.208 0.468
H -1.122 0.548 0.430
H 0.021 -0.276 1.499
H 1.624 0.145 -0.360
H 0.295 0.541 -1.451
H 1.349 -1.173 -2.053
```

Results
Lowest unoccupied orbital energy = 0.37 eV
Energy above the lowest of the compared OMol25 structures with the same formula, charge and spin = 10.7 kcal/mol
SMILES string = NC(N)=O.NC(N)=O.CCO.CCO.CCO.CCO.CCO.CCO.CCO.CCO